# 1
# CH5N2PS

A 2-piece molecular cluster, CH5N2PS overall (ωB97M-V/def2-TZVPD, the OMol25 dataset).

Structure (XYZ):
```
10
Properties=species:S:1:pos:R:3:forces:R:3
C -0.078545 -0.341189 1.827193 -1.3 2.0 -1.9
N -1.066834 -1.129106 1.138639 -1.5 -1.2 -0.8
N -1.015917 -1.170971 -0.104117 1.9 1.6 3.4
P -0.724201 -0.223696 -3.553150 2.7 -2.7 0.1
S -1.862747 -1.608723 -1.279850 -1.3 -1.0 -2.5
H -0.485642 0.721320 1.793018 0.8 -1.0 0.1
H 0.811758 -0.438503 1.273922 1.5 0.4 -0.4
H 0.033639 -0.603342 2.830002 0.0 -0.8 1.5
H -1.521694 0.593870 -2.964503 -2.3 2.6 1.5
H 0.228328 -0.093906 -2.434554 -0.5 0.0 -1.0
```
Forces are in eV/Å.

LUMO (spin up / spin down) = -0.0344 / -0.0476 hartree
Total charge = 0
Gap between HOMO and LUMO (spin up / spin down) = 7.40 / 6.68 eV
Relative energy (zero: lowest compared OMol25 entry of this formula, charge and spin) = 4.372 eV

---

# 2
# CH5N2S

A 2-piece molecular cluster, CH5N2S overall (ωB97M-V/def2-TZVPD, the OMol25 dataset).

Structure (XYZ):
```
9
Properties=species:S:1:pos:R:3:forces:R:3
S -2.142457 -2.856480 -0.076133 -0.5 0.5 0.1
H -0.948782 -3.412317 -0.191945 0.5 -0.3 0.0
N 0.177093 0.172279 -0.305656 -1.3 0.3 1.2
C 0.333898 1.533407 0.016465 -2.3 -3.1 -2.1
N 1.359026 2.053836 0.504284 1.1 -0.1 2.6
H -0.723790 -0.237573 0.004499 0.8 -0.3 -1.0
H 0.848869 -0.438674 -0.736797 0.3 0.1 0.6
H -0.659026 1.927105 -0.343995 1.3 1.3 0.6
H 1.755170 1.258417 1.129279 0.1 1.5 -2.0
```
Forces are in eV/Å.

LUMO = 0.1487 hartree
Total charge = -1
Gap between HOMO and LUMO = 6.82 eV
Relative energy (zero: lowest compared OMol25 entry of this formula, charge and spin) = 1.361 eV

---

# 3
# CH5N2S

An isolated ion of composition CH5N2S and charge +1 (ωB97M-V/def2-TZVPD, the OMol25 dataset).

Structure (XYZ):
```
9
Properties=species:S:1:pos:R:3:forces:R:3
C -0.696504 -0.026440 0.521664 -0.2 -1.5 -1.5
N -1.235955 1.051432 -0.222130 0.0 0.3 0.6
N 0.543303 -0.616298 -0.320379 -0.6 -0.6 -0.3
S -2.338068 -0.328655 -0.099943 0.4 -0.8 -0.3
H -0.584293 -0.132700 1.592926 0.5 0.4 -0.1
H -1.663642 1.722282 0.403357 0.4 0.7 0.1
H 0.360623 -1.428725 -1.060629 0.1 1.3 2.8
H 1.365842 -0.797390 0.388884 -1.6 0.4 -2.4
H 0.638630 0.139896 -1.041726 0.9 -0.1 1.2
```
Forces are in eV/Å.

LUMO = -0.1492 hartree
Total charge = +1
Gap between HOMO and LUMO = 9.92 eV
Relative energy (zero: lowest compared OMol25 entry of this formula, charge and spin) = 2.108 eV
SMILES string = [NH3+][C@H]1NS1

---

Question: Among the records above, which one has the highest total charge?
Answer: number 3

---

Question: What is the formula in the first record?
Answer: CH5N2PS

---

Question: total charge of number 3 (CH5N2S)?
Answer: +1

---

What did the third record say?
# CH5N2S

An isolated ion of composition CH5N2S and charge +1 (ωB97M-V/def2-TZVPD, the OMol25 dataset).

Structure (XYZ):
```
9
Properties=species:S:1:pos:R:3:forces:R:3
C -0.696504 -0.026440 0.521664 -0.2 -1.5 -1.5
N -1.235955 1.051432 -0.222130 0.0 0.3 0.6
N 0.543303 -0.616298 -0.320379 -0.6 -0.6 -0.3
S -2.338068 -0.328655 -0.099943 0.4 -0.8 -0.3
H -0.584293 -0.132700 1.592926 0.5 0.4 -0.1
H -1.663642 1.722282 0.403357 0.4 0.7 0.1
H 0.360623 -1.428725 -1.060629 0.1 1.3 2.8
H 1.365842 -0.797390 0.388884 -1.6 0.4 -2.4
H 0.638630 0.139896 -1.041726 0.9 -0.1 1.2
```
Forces are in eV/Å.

LUMO = -0.1492 hartree
Total charge = +1
Gap between HOMO and LUMO = 9.92 eV
Relative energy (zero: lowest compared OMol25 entry of this formula, charge and spin) = 2.108 eV
SMILES string = [NH3+][C@H]1NS1